# C45H37GaIO14

A molecular structure, C45H37GaIO14 (ωB97M-V/def2-TZVPD, the OMol25 dataset).

```
98
Properties=species:S:1:pos:R:3:lowdin_charge:R:1
C 2.97 0.88 -2.14 -0.18
C 3.20 2.30 -2.66 -0.46
C 4.63 2.65 -3.01 -0.87
Ga 5.43 1.61 -4.62 0.15
I 5.85 2.50 -1.21 0.65
H 1.92 0.60 -2.24 0.04
H 3.25 0.80 -1.09 0.03
H 3.56 0.17 -2.71 0.03
H 2.80 3.00 -1.91 0.08
H 2.62 2.45 -3.58 0.10
H 4.68 3.72 -3.22 -0.01
H 7.02 1.56 -4.48 -0.15
H 4.78 0.14 -4.69 -0.14
H 4.93 2.47 -5.90 -0.14
C -2.89 0.29 -1.10 0.01
C -2.17 0.12 -2.21 0.02
C -1.48 1.26 -2.86 -0.38
O -0.84 1.11 -3.88 0.13
C -1.60 2.60 -2.23 0.04
C -2.32 2.76 -1.12 0.02
C -3.01 1.62 -0.48 -0.37
O -3.64 1.77 0.56 0.06
H -3.38 -0.53 -0.58 0.09
H -2.01 -0.84 -2.68 0.13
H -1.08 3.41 -2.72 0.13
H -2.43 3.72 -0.63 0.12
C -9.33 0.42 0.81 0.02
C -9.23 1.48 1.60 0.02
C -7.91 2.09 1.93 -0.38
O -7.83 3.05 2.66 0.10
C -6.71 1.47 1.32 0.03
C -6.81 0.42 0.51 0.03
C -8.12 -0.19 0.20 -0.37
O -8.22 -1.16 -0.53 0.09
H -10.28 -0.04 0.56 0.12
H -10.09 1.96 2.06 0.12
H -5.75 1.91 1.55 0.10
H -5.94 -0.05 0.06 0.09
C -0.03 0.25 1.84 0.03
C 0.20 -0.21 3.06 0.02
C 0.97 -1.47 3.27 -0.38
O 1.16 -1.91 4.39 0.09
C 1.49 -2.18 2.07 0.01
C 1.26 -1.70 0.85 0.03
C 0.47 -0.46 0.65 -0.36
O 0.26 -0.06 -0.48 0.10
H -0.59 1.16 1.66 0.11
H -0.14 0.27 3.96 0.10
H 2.06 -3.07 2.26 0.12
H 1.62 -2.18 -0.05 0.13
C -6.29 -4.80 -1.50 0.03
C -6.22 -3.73 -0.70 0.03
C -4.91 -3.09 -0.42 -0.36
O -4.83 -2.12 0.31 0.08
C -3.70 -3.65 -1.06 0.02
C -3.78 -4.71 -1.85 0.03
C -5.08 -5.38 -2.13 -0.38
O -5.15 -6.35 -2.85 0.10
H -7.23 -5.29 -1.73 0.12
H -7.08 -3.28 -0.24 0.10
H -2.76 -3.15 -0.85 0.10
H -2.91 -5.14 -2.33 0.12
C -2.99 5.10 3.11 0.03
C -2.39 3.91 3.08 0.03
C -1.12 3.68 3.80 -0.36
O -0.57 2.59 3.77 0.10
C -0.52 4.81 4.55 0.02
C -1.11 6.00 4.58 0.02
C -2.39 6.24 3.86 -0.39
O -2.93 7.33 3.90 0.10
H -3.92 5.30 2.61 0.12
H -2.81 3.07 2.54 0.10
H 0.41 4.61 5.06 0.12
H -0.70 6.85 5.11 0.12
C 12.61 2.43 -0.07 0.01
C 12.23 2.98 -1.22 0.01
C 10.81 2.96 -1.68 -0.38
O 10.50 3.49 -2.72 0.12
C 9.83 2.29 -0.79 0.02
C 10.21 1.74 0.36 0.02
C 11.62 1.77 0.81 -0.40
O 11.97 1.27 1.86 0.08
H 13.63 2.44 0.28 0.11
H 12.93 3.48 -1.89 0.12
H 8.79 2.26 -1.11 0.02
H 9.51 1.24 1.02 0.12
C -0.56 -5.70 0.92 0.02
C -0.10 -6.79 1.52 0.02
C 0.74 -7.77 0.79 -0.38
O 1.16 -8.77 1.34 0.11
C 1.07 -7.48 -0.63 0.02
C 0.61 -6.39 -1.23 0.03
C -0.24 -5.41 -0.51 -0.38
O -0.66 -4.42 -1.05 0.08
H -1.18 -4.96 1.42 0.12
H -0.31 -7.02 2.55 0.12
H 1.69 -8.21 -1.13 0.12
H 0.83 -6.15 -2.26 0.13
```

Output
* total energy: -5012.5775 a.u.
* multiplicity: 1
* highest occupied orbital energy: -0.1764 Ha
* charge: -1

***

# C45H37IrN6O5

A molecular structure, C45H37IrN6O5 (ωB97M-V/def2-TZVPD, the OMol25 dataset).

```
94
Properties=species:S:1:pos:R:3:lowdin_spin:R:1
Ir 0.82 -0.65 -0.27 0.06
C 4.67 -0.96 -2.83 0.00
O 5.48 -0.91 -1.66 0.00
C 4.94 -0.94 -0.42 0.00
C 5.83 -0.67 0.61 0.00
C 5.44 -0.63 1.94 0.00
C 4.11 -0.89 2.28 0.00
C 3.24 -1.18 1.25 0.00
C 1.84 -1.56 1.45 0.04
N 0.92 -0.71 1.84 0.26
N -0.15 -0.90 2.53 0.34
C -1.25 -0.41 1.87 0.05
O -1.20 -0.08 0.65 0.09
C -2.50 -0.39 2.62 0.00
C -2.49 -0.37 4.01 0.01
C -3.70 -0.37 4.69 0.00
C -4.90 -0.38 3.99 0.01
C -4.90 -0.38 2.60 0.00
C -3.71 -0.38 1.91 0.01
C 3.59 -1.19 -0.10 0.00
O 2.60 -1.33 -1.02 0.00
H 5.36 -0.91 -3.66 0.00
H 3.98 -0.11 -2.87 0.00
H 4.09 -1.89 -2.88 0.00
H 6.86 -0.47 0.34 0.00
H 6.16 -0.40 2.71 0.00
H 3.77 -0.88 3.30 0.00
H 1.62 -2.63 1.55 0.01
H -1.55 -0.34 4.54 0.00
H -3.70 -0.34 5.77 0.00
H -5.83 -0.39 4.53 0.00
H -5.84 -0.38 2.06 0.00
H -3.69 -0.37 0.83 0.00
C 3.36 2.89 -0.13 0.00
C 3.20 3.39 -1.40 0.00
C 2.39 2.71 -2.30 0.00
C 1.79 1.54 -1.89 0.00
N 1.92 1.07 -0.62 0.00
C 2.69 1.73 0.24 0.00
C 0.98 0.69 -2.79 0.00
C 0.87 0.78 -4.17 0.00
C 0.06 -0.14 -4.83 0.00
C -0.63 -1.13 -4.13 0.00
C -0.47 -1.19 -2.76 0.00
N 0.31 -0.28 -2.15 0.00
C -1.03 -2.21 -1.84 0.00
C -2.11 -3.01 -2.17 0.00
C -2.55 -3.94 -1.25 0.00
C -1.91 -4.06 -0.04 0.00
C -0.85 -3.20 0.24 0.00
N -0.42 -2.30 -0.63 0.00
H 3.98 3.39 0.60 0.00
H 3.69 4.30 -1.70 0.00
H 2.22 3.08 -3.30 0.00
H 2.75 1.34 1.24 0.00
H 1.41 1.53 -4.71 0.00
H -0.03 -0.09 -5.90 0.00
H -1.23 -1.85 -4.65 0.00
H -2.60 -2.88 -3.12 0.00
H -3.40 -4.57 -1.49 0.00
H -2.21 -4.78 0.70 0.00
H -0.35 -3.24 1.20 0.00
C -0.89 7.80 -2.04 0.00
C -1.25 6.35 -2.20 0.00
C -1.55 5.87 -3.47 0.00
C -1.88 4.54 -3.68 0.00
C -1.89 3.66 -2.60 0.00
C -1.61 4.14 -1.33 0.00
N -1.59 3.21 -0.25 0.00
C -2.35 3.34 0.90 0.00
C -3.60 3.96 0.84 0.00
C -4.42 3.99 1.96 0.00
C -3.99 3.41 3.14 0.00
C -2.75 2.82 3.21 0.00
C -1.89 2.80 2.11 0.00
C -0.49 2.25 2.31 0.00
O -0.23 1.78 3.43 0.07
O 0.30 2.24 1.32 0.03
C -1.29 5.49 -1.10 0.00
C -0.94 5.95 0.28 0.00
H -0.89 8.31 -3.01 0.00
H 0.11 7.92 -1.61 0.00
H -1.58 8.32 -1.39 0.00
H -1.54 6.55 -4.31 0.00
H -2.12 4.18 -4.67 0.00
H -2.16 2.62 -2.72 0.00
H -0.77 2.63 -0.11 0.00
H -3.93 4.37 -0.11 0.00
H -5.39 4.46 1.90 0.00
H -4.63 3.44 4.02 0.00
H -2.38 2.39 4.13 0.00
H -1.81 5.98 0.93 0.00
H -0.51 6.95 0.27 0.00
H -0.22 5.27 0.74 0.00
```

Output
* total energy: -2545.8502 a.u.
* multiplicity: 2
* highest occupied orbital energy (alpha / beta): -0.3271 / -0.3265 Ha
* charge: +1
* ΔE to the lowest compared entry with this formula, charge and spin: 302.6 kJ/mol

***

# C45H37N6O6PPd

A molecular structure, C45H37N6O6PPd (ωB97M-V/def2-TZVPD, the OMol25 dataset).

```
96
Properties=species:S:1:pos:R:3:lowdin_charge:R:1
Pd 0.82 -0.21 0.52 0.38
C -7.66 1.10 0.00 -0.09
O -8.19 -0.10 0.53 -0.10
C -7.42 -0.74 1.45 -0.30
C -6.22 -0.23 1.93 0.00
C -5.48 -0.96 2.86 -0.01
C -5.92 -2.20 3.31 -0.31
C -7.16 -2.67 2.86 -0.05
C -7.89 -1.95 1.93 -0.03
N -5.23 -2.91 4.35 0.02
N -3.99 -3.15 4.30 0.03
C -3.18 -2.96 3.19 -0.27
C -3.58 -3.12 1.85 -0.05
C -2.74 -2.92 0.78 -0.02
C -1.40 -2.48 0.95 -0.41
O -0.65 -2.22 0.00 -0.06
C -0.93 -2.38 2.35 -0.16
N 0.34 -1.98 2.51 0.10
C 0.83 -1.89 3.73 -0.18
C 0.07 -2.19 4.87 -0.09
C -1.24 -2.56 4.72 -0.03
C -1.79 -2.67 3.43 -0.11
H -8.37 1.46 -0.74 0.09
H -6.69 0.93 -0.49 0.10
H -7.53 1.87 0.77 0.09
H -5.83 0.72 1.59 0.09
H -4.53 -0.57 3.19 0.11
H -7.52 -3.62 3.23 0.10
H -8.84 -2.33 1.55 0.11
H -4.60 -3.42 1.65 0.11
H -3.09 -3.05 -0.23 0.10
H 1.85 -1.52 3.82 0.09
H 0.52 -2.10 5.86 0.09
H -1.87 -2.76 5.58 0.09
C 3.73 -2.24 0.89 -0.03
C 2.97 -2.71 -0.30 -0.42
N 2.42 -1.93 -1.20 0.07
C 1.73 -2.76 -2.05 -0.17
C 1.88 -4.06 -1.67 -0.13
N 2.69 -4.01 -0.56 0.08
H 3.26 -1.32 1.23 0.04
H 4.78 -2.04 0.67 0.07
H 3.68 -2.98 1.70 0.07
H 1.12 -2.37 -2.84 0.09
H 1.46 -4.98 -2.05 0.09
H 2.90 -4.78 0.05 0.14
C 6.23 1.73 1.88 -0.13
C 5.84 1.32 0.61 -0.11
C 4.51 1.34 0.25 -0.13
C 3.52 1.79 1.14 -0.35
C 3.93 2.20 2.41 -0.08
C 5.27 2.17 2.77 -0.11
P 1.76 1.62 0.61 0.85
C 1.79 2.71 -0.88 -0.34
C 2.75 3.69 -1.16 -0.11
C 2.65 4.48 -2.29 -0.11
C 1.58 4.31 -3.17 -0.12
C 0.62 3.35 -2.90 -0.09
C 0.72 2.55 -1.77 -0.08
C 0.94 2.77 1.81 -0.33
C 0.43 2.17 2.97 -0.12
C -0.25 2.92 3.92 -0.10
C -0.48 4.28 3.71 -0.11
C -0.01 4.87 2.55 -0.10
C 0.70 4.13 1.61 -0.07
H 7.28 1.71 2.16 0.08
H 6.58 0.97 -0.11 0.09
H 4.21 0.98 -0.73 0.11
H 3.19 2.55 3.12 0.09
H 5.56 2.49 3.77 0.09
H 3.58 3.84 -0.47 0.10
H 3.40 5.24 -2.49 0.09
H 1.50 4.93 -4.05 0.09
H -0.23 3.23 -3.56 0.10
H -0.04 1.81 -1.53 0.08
H 0.52 1.10 3.08 0.08
H -0.65 2.43 4.80 0.10
H -1.04 4.86 4.43 0.09
H -0.20 5.92 2.36 0.09
H 1.05 4.61 0.70 0.09
O -1.72 0.56 1.39 -0.06
C -2.35 1.45 0.78 -0.65
O -2.31 1.81 -0.42 -0.03
C -3.35 2.22 1.66 -0.10
C -3.44 1.92 3.02 -0.04
C -4.35 2.57 3.84 -0.07
C -5.18 3.55 3.33 -0.02
C -5.07 3.85 1.98 -0.16
C -4.17 3.21 1.13 0.05
N -5.96 4.87 1.43 -0.36
O -6.80 5.37 2.17 0.03
O -5.86 5.16 0.25 0.06
H -2.78 1.15 3.39 0.11
H -4.41 2.30 4.89 0.10
H -5.90 4.07 3.94 0.10
H -4.09 3.43 0.08 0.12
```

Output
* total energy: -2986.1931 a.u.
* multiplicity: 1
* highest occupied orbital energy: -0.0382 Ha
* charge: -2